{"formula": "C24H65B2F8O9V", "method": "wB97M-V/def2-TZVPD", "species": ["H", "C", "C", "C", "H", "H", "H", "H", "C", "C", "C", "H", "H", "C", "H", "H", "H", "H", "H", "C", "O", "C", "H", "H", "C", "H", "F", "H", "F", "H", "H", "H", "H", "C", "H", "H", "C", "H", "C", "H", "H", "H", "H", "H", "H", "H", "H", "H", "F", "O", "H", "C", "O", "H", "O", "H", "H", "C", "F", "H", "H", "C", "H", "O", "V", "C", "H", "B", "C", "H", "H", "F", "B", "O", "C", "H", "O", "H", "H", "O", "C", "H", "H", "H", "H", "H", "H", "C", "H", "H", "H", "H", "H", "C", "H", "C", "C", "H", "H", "H", "H", "H", "H", "O", "H", "F", "H", "F", "F"], "xyz": [[-3.932, 3.098, 1.870], [-2.079, 0.868, -4.155], [-0.831, 0.966, 5.066], [2.452, -0.980, -5.300], [-5.246, 1.482, -0.622], [-0.608, 2.136, -5.153], [3.483, 1.539, 1.728], [-4.593, 0.955, 0.860], [-1.654, 2.134, -4.851], [-3.572, 0.551, -4.290], [5.105, -1.963, 5.328], [5.044, 0.203, 0.746], [-1.559, -4.144, -1.143], [-3.772, 3.529, 0.882], [-3.761, 0.433, -5.366], [-1.587, -3.957, 1.858], [1.644, -1.717, -5.326], [-3.968, -4.013, 2.859], [-1.866, -2.674, -4.753], [3.656, -2.030, 4.840], [-2.261, -1.856, -2.341], [3.207, -1.047, 3.755], [-2.972, -2.378, -1.956], [-1.931, 1.929, 1.094], [4.620, 2.201, 0.039], [1.966, -1.747, 5.730], [0.428, -0.714, 1.179], [5.126, -2.157, 6.397], [0.306, 5.523, -2.372], [3.013, -0.056, 4.167], [-0.451, 1.981, 4.941], [2.020, -0.386, -3.267], [-2.358, -4.124, -3.763], [5.565, 1.060, 0.309], [2.777, -2.747, -2.736], [-2.014, -0.371, 4.014], [3.418, -1.994, -3.197], [-1.890, 0.017, -2.508], [-1.944, 0.723, 4.022], [5.082, 3.151, -0.229], [6.362, 1.343, 1.006], [-1.151, 0.829, 6.103], [-3.286, -2.888, 4.098], [3.377, -3.057, 4.580], [-3.247, 2.323, 4.755], [-4.089, 1.489, -4.076], [4.380, 2.909, 2.045], [3.893, -2.610, -3.975], [-0.822, 5.902, -0.540], [3.794, 0.373, -3.813], [0.007, 0.268, 5.007], [3.740, 2.494, 1.254], [2.886, -1.731, 6.025], [-2.595, -4.518, 3.792], [-1.871, 0.967, -2.722], [4.224, -1.781, -2.491], [3.840, -0.998, 2.867], [-2.609, -2.093, 1.363], [2.146, -0.247, -0.353], [-1.857, -1.806, 0.632], [2.021, -0.060, -5.700], [-1.583, -3.387, -3.981], [-1.761, 3.006, -4.203], [3.721, 1.749, -0.998], [-0.518, 2.068, -1.396], [-0.716, -3.574, -1.533], [3.284, -1.287, -5.934], [0.868, 0.091, 0.113], [-3.333, 2.514, -0.169], [5.629, -1.073, 4.983], [4.659, -0.053, -3.853], [-0.094, -0.006, -0.905], [-0.435, 4.857, -1.358], [-1.567, 1.259, 2.767], [2.876, -0.714, -3.860], [-3.453, -2.496, 0.796], [-2.027, 2.037, 0.132], [-1.520, -0.001, -4.523], [-3.711, 0.699, 5.158], [-0.944, -2.446, 3.053], [-4.285, 1.307, -0.128], [-3.831, 0.467, -0.659], [2.235, -1.312, 3.323], [-0.737, -3.946, -4.397], [-2.960, 4.259, 0.954], [-4.669, 4.087, 0.613], [-0.348, -1.961, -2.906], [-3.065, -3.640, 3.340], [-3.015, -1.240, 1.910], [5.649, -2.806, 4.890], [0.994, 1.149, -3.102], [2.841, 3.070, 1.065], [-0.246, -2.939, -0.784], [-2.015, -3.097, 2.390], [-2.253, 2.352, -5.739], [-1.145, -2.684, -2.713], [-3.291, 1.309, 4.354], [-3.346, 2.989, -1.146], [3.117, 1.094, -0.588], [-0.495, -1.933, 2.366], [0.068, -4.223, -1.929], [-3.960, 1.278, 3.497], [-3.894, -0.353, -3.788], [1.009, 2.061, -2.799], [-0.815, 0.789, 2.376], [-1.428, 4.132, -1.990], [6.010, 0.661, -0.603], [0.862, 1.449, 0.427], [0.429, 3.909, -0.736]], "multiplicity": 4, "homo_energy_ev": [-3.7, -5.1], "e_above_lowest_kj_mol": 145.12, "lumo_energy_ev": [2.02, 2.02], "charge": -1, "homo_lumo_gap_ev": [5.685, 7.074]}

=====

{"formula": "C24H65Br2N17O13P", "method": "wB97M-V/def2-TZVPD", "species": ["H", "H", "O", "O", "H", "H", "H", "H", "C", "C", "C", "H", "O", "O", "H", "H", "O", "N", "H", "P", "C", "H", "N", "O", "H", "N", "H", "N", "Br", "H", "N", "H", "H", "O", "H", "N", "H", "H", "H", "H", "N", "O", "O", "C", "H", "H", "H", "H", "H", "O", "C", "C", "H", "H", "H", "H", "H", "O", "C", "C", "N", "N", "N", "H", "C", "C", "H", "N", "H", "H", "H", "N", "N", "H", "H", "O", "H", "H", "C", "C", "H", "H", "C", "H", "H", "N", "H", "C", "H", "H", "H", "C", "C", "H", "H", "N", "N", "C", "C", "H", "H", "H", "H", "C", "N", "H", "C", "H", "H", "H", "C", "C", "H", "O", "C", "H", "H", "H", "H", "H", "Br", "H"], "xyz": [[5.530, 3.507, -4.993], [-1.678, -3.426, 0.621], [1.440, 0.209, 2.284], [0.278, -0.548, -1.825], [5.835, -0.431, -1.703], [2.716, 0.445, -0.610], [7.688, -3.469, -3.605], [-5.598, -5.228, -1.456], [1.559, 5.442, -5.906], [-2.637, -0.135, -1.467], [2.016, -2.844, 3.078], [-8.946, 0.690, -0.670], [-2.316, -1.184, -2.406], [-3.557, 2.798, 2.381], [8.401, -2.814, -2.175], [-4.922, -1.183, 2.090], [-6.687, -1.231, 0.476], [7.658, -2.813, -2.847], [7.317, -1.047, -1.062], [-0.768, -1.729, -2.316], [-0.566, -3.174, -1.194], [-0.091, -2.252, 4.121], [2.816, 1.231, 9.232], [4.835, 1.751, -3.378], [-3.793, 5.781, 1.302], [-4.708, -3.756, 0.407], [-2.008, 1.384, -2.972], [-0.353, -1.963, 3.170], [2.669, -1.622, 4.460], [3.476, 0.742, 9.804], [-8.390, 0.182, -0.010], [-1.765, 6.944, -3.271], [1.896, -1.506, -2.790], [1.653, 1.452, 7.297], [-5.532, -3.364, -0.011], [4.053, 0.662, -5.194], [-7.621, -0.210, -2.391], [-2.117, 4.609, 0.178], [-4.173, 0.283, 1.448], [0.415, -3.612, -1.412], [2.106, 5.676, -4.676], [-1.133, 5.499, -1.360], [0.672, 6.137, -6.371], [-2.155, 1.275, -1.895], [2.234, -1.200, 1.067], [2.302, 1.052, -2.240], [1.253, -3.573, 0.628], [-2.921, 1.999, -1.579], [-1.479, -0.065, 1.225], [-0.365, -2.172, -3.694], [-1.869, -0.205, 2.249], [-4.145, -4.936, 0.018], [-2.296, -0.364, -0.449], [4.945, 2.713, -6.412], [-1.052, -1.796, 0.424], [-4.271, -3.264, 1.163], [-0.225, 7.699, -3.467], [5.706, -1.982, -3.640], [2.462, 0.838, 7.977], [-4.039, -0.800, 1.567], [-7.093, -0.699, -1.695], [-3.980, 4.960, 1.845], [6.596, -1.083, -1.757], [1.536, 7.095, -2.026], [-0.391, 6.286, -1.936], [1.635, -1.000, -1.851], [-1.236, -0.414, 4.246], [-2.332, 3.804, 0.746], [-1.315, -3.913, -1.512], [0.571, -4.457, 3.662], [1.710, 4.163, -7.476], [-4.776, -5.577, -1.003], [5.074, 2.721, -5.417], [-1.255, 1.532, -1.319], [-2.287, 0.775, 2.563], [-2.893, -1.160, 2.354], [-8.603, 0.260, 0.967], [3.752, -0.089, -4.599], [6.594, -1.961, -2.802], [2.625, 0.176, -1.673], [-1.810, 2.961, 0.609], [0.595, -0.708, 0.668], [-0.760, -0.534, 3.262], [2.818, -3.049, 2.360], [-6.332, -1.283, -1.985], [-0.811, 7.049, -2.980], [2.867, -6.005, 4.046], [0.826, -2.233, 2.285], [1.871, -6.102, 2.569], [1.250, 5.908, -0.806], [3.336, -5.053, 2.633], [1.643, -4.246, 3.748], [-3.302, 3.789, 1.698], [0.063, -4.252, 1.722], [2.835, 5.116, -4.274], [2.084, 4.372, -6.569], [3.075, -0.295, 7.522], [-0.782, -2.853, 0.330], [2.477, -5.437, 3.196], [-3.985, -1.350, 0.618], [2.824, -0.595, 6.600], [1.791, -1.727, -1.036], [0.020, 1.500, 3.080], [0.403, 0.479, 3.223], [0.911, 6.457, -1.573], [3.896, 0.592, -6.181], [0.386, -3.308, 1.255], [-3.736, -0.104, -1.417], [0.859, 0.484, 4.228], [3.742, -0.826, 8.049], [4.666, 1.712, -4.588], [1.255, -0.963, 1.511], [1.747, 6.453, -4.158], [-3.140, -5.390, 0.556], [-7.348, -0.621, -0.356], [2.813, 3.795, -6.195], [-4.385, -6.449, -1.309], [2.381, 2.060, 9.591], [-1.140, -2.572, 2.922], [3.595, -0.204, -2.010], [1.946, -4.186, 5.721], [-4.704, 4.988, 2.539]], "multiplicity": 1, "homo_energy_ev": -11.5, "lumo_energy_ev": -2.06, "charge": 1, "homo_lumo_gap_ev": 9.488}

=====

{"formula": "C24H66F3N6O10", "method": "wB97M-V/def2-TZVPD", "species": ["H", "H", "H", "H", "C", "O", "C", "C", "H", "O", "H", "N", "H", "H", "H", "H", "H", "O", "H", "H", "H", "H", "N", "H", "H", "H", "H", "C", "H", "C", "N", "H", "N", "C", "F", "H", "C", "H", "H", "N", "C", "H", "C", "H", "O", "O", "H", "C", "H", "H", "C", "C", "C", "C", "H", "H", "H", "H", "H", "C", "H", "O", "H", "H", "C", "H", "H", "C", "H", "H", "H", "H", "H", "O", "H", "H", "H", "N", "H", "C", "C", "H", "O", "H", "O", "H", "H", "F", "H", "O", "H", "H", "H", "H", "F", "H", "H", "H", "H", "C", "H", "H", "C", "C", "H", "H", "C", "C", "H"], "xyz": [[-0.392, -1.569, -5.200], [3.136, 1.558, -2.952], [3.606, -7.018, 3.654], [-0.661, -2.629, -2.890], [0.990, -5.509, 4.937], [-2.268, 3.173, 4.207], [4.149, 1.879, -3.188], [5.036, 1.767, -1.945], [5.572, 1.448, -4.785], [1.128, -4.508, 1.928], [-4.239, -0.681, 1.200], [0.851, 0.631, -0.142], [-2.275, 3.024, 1.045], [0.049, -5.544, 4.389], [0.777, -6.374, -1.938], [5.280, 0.723, -1.718], [-1.078, 2.814, -4.747], [0.231, 1.724, -0.191], [0.426, 3.241, -4.102], [-0.019, -4.847, -3.395], [-1.371, 1.670, 1.198], [-5.302, 3.598, -2.494], [1.154, -1.730, -2.893], [-2.963, 2.361, -3.286], [-2.181, 2.184, -1.751], [-3.476, 1.317, 0.004], [-1.527, 4.615, -3.473], [2.017, -5.683, 3.830], [-4.754, 1.779, 2.745], [-0.678, 0.185, 4.445], [-0.479, 4.203, -1.724], [-4.590, 3.154, 1.679], [3.353, -6.283, 4.305], [5.764, 4.978, -4.309], [-3.600, 3.093, 6.692], [0.170, 3.514, -1.312], [-2.597, 2.939, -2.436], [-0.203, 0.411, 3.483], [2.422, -5.835, -1.459], [-2.240, 2.113, 1.495], [-0.951, -1.347, 4.437], [-4.872, 2.531, -1.118], [0.254, -2.783, -3.464], [3.857, 3.997, -2.839], [1.172, -4.247, -1.797], [0.339, -0.272, 0.538], [-2.197, 2.316, 2.513], [0.815, -4.182, -3.166], [3.245, -6.627, 5.259], [-0.023, 0.514, 5.253], [-4.712, 2.064, 1.688], [-1.361, 3.718, -2.880], [-4.723, 3.511, -1.566], [-7.032, 1.996, 1.393], [-1.772, -1.688, 5.068], [1.720, -6.559, 3.244], [0.644, -2.503, 1.975], [0.797, -1.399, -1.992], [6.053, 2.139, -2.068], [-0.047, -2.575, -4.928], [1.683, -4.373, -3.805], [1.939, 0.459, -0.755], [-1.075, -1.776, 3.448], [1.140, -0.961, -3.564], [4.243, 3.324, -3.613], [5.641, 5.744, -3.545], [0.847, -2.668, -5.552], [-3.352, -0.128, 1.512], [1.019, -4.492, 5.340], [4.005, -5.497, 4.316], [3.130, -4.622, 2.238], [5.118, 5.129, -5.179], [-6.998, 2.345, 2.427], [-3.376, 3.903, -1.769], [2.173, -3.610, 3.395], [4.615, 2.241, -1.063], [1.068, -6.143, 5.817], [4.732, 1.050, -4.349], [0.120, 5.017, -1.837], [1.354, -5.621, -1.401], [-0.541, 2.830, -3.797], [-0.334, 1.818, -3.446], [-5.774, 1.576, 0.918], [1.040, -5.708, -0.361], [5.607, 3.615, -3.908], [-0.085, -1.805, 4.929], [-2.509, -0.620, 1.030], [-3.579, 0.941, 6.438], [-7.564, 2.754, 0.810], [-1.904, 0.892, 4.470], [-0.864, -3.153, -5.356], [2.141, -1.960, -2.770], [6.759, 5.095, -4.737], [-3.330, -0.142, 2.601], [-1.963, 1.872, 7.440], [5.026, 0.131, -4.021], [-0.922, 2.372, 5.415], [-7.703, 1.133, 1.370], [-1.153, 4.203, -0.951], [2.216, -4.552, 2.837], [3.626, 3.684, -4.448], [4.029, 1.030, -5.085], [-2.803, 2.066, 6.395], [-3.489, 1.339, 1.093], [1.752, -3.018, 0.611], [-5.151, 4.333, -0.988], [0.926, -3.292, 1.276], [-1.958, 2.194, 5.089], [0.055, -3.440, 0.633]], "multiplicity": 1, "homo_energy_ev": -11.8, "lumo_energy_ev": -7.95, "charge": 3, "homo_lumo_gap_ev": 3.802}

=====

{"formula": "C24H66N18O36P2", "method": "wB97M-V/def2-TZVPD", "species": ["O", "H", "H", "C", "N", "O", "H", "H", "C", "O", "O", "H", "H", "O", "O", "H", "C", "N", "H", "H", "C", "H", "O", "N", "H", "H", "N", "O", "H", "C", "O", "N", "H", "O", "O", "H", "H", "C", "C", "O", "H", "H", "H", "N", "O", "N", "O", "H", "H", "C", "H", "O", "N", "H", "O", "O", "N", "C", "H", "H", "H", "N", "H", "H", "H", "C", "H", "H", "H", "H", "N", "O", "O", "N", "H", "H", "N", "C", "H", "C", "H", "O", "H", "H", "H", "O", "C", "C", "O", "H", "O", "H", "N", "O", "H", "H", "O", "C", "H", "C", "H", "H", "H", "C", "H", "H", "H", "H", "H", "H", "H", "O", "N", "P", "C", "O", "N", "C", "H", "H", "C", "N", "H", "H", "H", "O", "O", "P", "O", "O", "H", "C", "H", "O", "C", "O", "O", "H", "O", "O", "C", "N", "C", "H", "H", "H"], "xyz": [[5.315, -1.312, -5.234], [12.415, -0.540, 1.367], [-1.383, 1.794, 1.729], [6.898, 2.802, -0.574], [5.577, -0.405, -6.006], [11.331, 1.123, -0.303], [-5.625, -0.306, -1.161], [-5.275, 7.232, -6.490], [6.137, 0.839, -5.415], [7.020, -0.998, 0.445], [-4.657, -3.138, -1.374], [7.201, 2.406, -1.541], [0.877, -1.635, 0.770], [10.171, 1.446, 1.497], [-5.716, -6.309, -3.743], [1.477, 3.477, -0.781], [-2.928, -6.159, -1.589], [-2.052, 4.865, 2.793], [6.637, 1.994, 0.109], [-3.073, 1.607, 2.389], [-9.195, 4.017, 0.074], [-8.558, 4.879, -0.116], [-3.131, 8.322, -4.693], [-1.455, -6.095, -1.418], [0.301, 5.539, -1.645], [-0.539, 6.803, -2.598], [1.042, -3.471, 5.296], [-1.415, 3.925, 2.352], [6.321, 1.554, -6.213], [-0.996, -1.691, 3.161], [-2.950, 6.409, -5.695], [9.194, 1.656, -3.459], [-3.891, 3.926, 3.119], [-1.955, 4.633, -0.738], [3.658, 0.889, 0.990], [0.278, -10.355, 3.944], [-3.939, -0.856, -1.403], [12.262, 0.481, 1.712], [-0.558, 6.207, -1.688], [5.421, -0.432, -7.214], [7.063, 0.574, -4.914], [7.677, 3.437, -0.156], [3.554, 0.326, 1.791], [-7.882, 3.778, 5.918], [-6.236, 1.969, -2.106], [-1.782, 5.364, -1.694], [-3.794, -7.201, -4.208], [-5.419, 6.390, -4.907], [1.637, -11.335, 4.594], [10.135, 2.534, -2.721], [10.996, 2.712, -3.364], [0.028, -3.105, 5.864], [-5.794, 3.106, -2.089], [5.402, 1.227, -4.710], [-0.804, -7.029, -1.853], [-6.267, -2.558, -0.041], [0.019, 0.951, -1.225], [0.824, -10.653, 4.837], [11.973, 0.495, 2.760], [0.964, -5.716, 1.291], [-3.368, -5.264, -1.153], [5.686, 3.641, -0.759], [-1.355, -1.840, -0.271], [-1.610, -1.965, 4.070], [-8.604, 3.117, 0.236], [-9.357, 3.708, 5.758], [6.511, -1.370, -2.071], [13.149, 1.091, 1.548], [-4.970, -7.170, -6.519], [7.788, -2.509, -1.517], [7.713, -0.682, -0.503], [8.530, 0.226, -0.517], [9.609, 0.562, -3.796], [-3.592, 7.344, -5.256], [0.317, 0.061, 1.466], [-0.565, -2.586, 2.604], [0.729, -7.135, 2.805], [7.548, -1.473, -1.751], [-3.281, -7.053, -1.075], [-3.526, 4.819, 2.614], [10.421, 2.008, -1.810], [-0.634, -12.391, 5.267], [-5.434, -8.646, -5.605], [-0.499, -5.519, 2.317], [-9.902, 3.873, -0.740], [-9.293, 4.473, 2.335], [-2.032, 1.162, 2.431], [-5.538, -7.565, -5.679], [-6.374, 4.087, -1.651], [-5.506, 8.178, -4.986], [1.406, -6.621, 3.676], [-4.175, 4.363, -2.575], [-5.286, -2.321, -0.722], [-2.425, 0.889, -1.256], [1.718, 3.979, 0.978], [1.198, -9.780, 5.367], [-1.000, -5.112, -0.853], [2.133, 3.311, 0.142], [1.787, -4.082, 7.167], [-1.317, 0.460, -0.848], [-9.569, 3.653, 4.691], [-3.725, 4.777, 1.543], [-0.024, 1.939, -0.927], [1.192, 0.377, -0.472], [-6.586, -7.282, -5.754], [2.280, -5.087, 5.768], [-4.462, 2.997, -3.697], [8.225, -1.081, -2.508], [-3.961, 5.715, 3.053], [-9.702, 2.814, 6.276], [-0.434, -6.814, 1.082], [5.218, 4.160, 0.240], [-0.124, -11.382, 5.720], [-2.004, -0.670, 1.880], [0.402, -0.626, 0.548], [8.072, 2.087, -3.675], [-9.951, 4.288, 1.324], [-4.814, -0.914, -0.762], [-9.800, 4.600, 6.194], [-3.135, -6.211, -2.660], [2.114, -4.073, 6.130], [11.161, 1.067, 0.904], [3.240, 3.531, -0.065], [1.932, -0.201, -1.112], [-0.606, 6.847, -0.808], [-7.235, 2.845, 5.477], [-0.323, -10.920, 6.831], [2.054, 1.540, 0.802], [5.244, 3.751, -1.890], [1.258, -3.390, 4.100], [-0.100, -1.019, 3.422], [-1.166, -0.788, 0.147], [-3.743, 2.695, -2.073], [-7.424, 4.760, 6.476], [-4.435, 3.310, -2.654], [-2.526, 5.461, -2.651], [-1.586, 5.835, 3.366], [3.006, -3.460, 6.011], [-11.166, 4.305, 1.255], [0.493, -8.326, 2.698], [0.142, -6.225, 1.791], [-4.971, -6.974, -4.439], [-5.067, 7.283, -5.422], [-4.565, -0.621, 0.258], [-1.591, 1.300, 3.481], [9.631, 3.470, -2.486]], "multiplicity": 1, "homo_energy_ev": -7.4, "lumo_energy_ev": -0.38, "homo_lumo_gap_ev": 6.980}

=====

Computed max |F|, in the same sequence as the records: 4.04, 4.33, 2.75, 4.30 eV/Å.
Computed E, in the same sequence as the records: -93165.930, -227268.651, -63493.412, -145017.734 eV.